Record 1
DFT (ωB97M-V/def2-TZVPD) results for a 5-piece molecular cluster, C37H68ClN3O13S overall.

Output
E_LUMO   -0.052 Ha
Highest occupied orbital energy   -8.28 eV
SMILES   C=Cc1cc2nc(CC(=O)Cl)c(S)nc2cc1CN.COCCOCCOC.COCCOCCOC.COCCOCCOC.COCCOCCOC
Net charge   0
Gap between HOMO and LUMO   6.872 eV

XYZ file:
```
123
Properties=species:S:1:pos:R:3:forces:R:3
C 3.138 3.614 -1.806 -2.057 -3.176 -2.058
C 2.236 2.633 -2.514 3.306 1.616 2.197
C 2.799 1.104 -2.700 2.436 -2.132 -1.315
C 4.302 0.884 -3.322 -2.607 -1.683 1.253
C 4.984 -0.594 -3.533 -0.452 -0.237 0.229
N 6.368 -0.650 -4.118 -2.469 -5.858 1.472
C 6.896 -2.052 -4.221 -2.480 1.462 0.979
C 8.428 -2.256 -4.834 -0.374 1.070 -0.268
C 9.077 -0.733 -5.057 1.452 4.471 5.866
O 9.358 0.102 -4.034 -1.970 -6.183 -7.139
Cl 9.507 -0.061 -6.766 -0.766 -1.333 2.084
C 6.032 -3.348 -3.754 -1.965 1.442 0.901
S 6.878 -5.049 -3.924 -1.180 1.264 1.143
N 4.631 -3.355 -3.211 4.623 5.520 -2.119
C 4.158 -1.931 -3.115 -1.335 0.931 0.542
C 2.617 -1.707 -2.515 0.266 3.175 -0.102
C 1.910 -0.244 -2.283 3.314 -1.677 -1.954
C 0.394 -0.086 -1.636 1.024 -0.799 0.317
N 0.591 0.174 -0.132 1.095 -0.667 -0.530
H 2.778 4.657 -1.401 0.747 -2.236 -1.287
H 4.270 3.278 -1.653 -2.826 0.773 0.004
H 1.172 2.937 -2.901 2.199 -0.860 1.127
H 4.940 1.833 -3.628 -1.519 -2.306 0.655
H 9.135 -2.789 -4.063 -1.495 1.011 -1.478
H 8.414 -2.850 -5.862 -0.024 1.372 2.294
H 6.443 -5.762 -2.765 0.202 1.382 -1.371
H 1.982 -2.670 -2.208 1.668 2.319 -0.818
H -0.176 0.817 -2.123 1.197 -1.910 0.871
H -0.235 -1.097 -1.711 1.446 2.369 -0.353
H 0.393 -0.694 0.422 0.304 1.067 -0.950
H 1.621 0.377 0.023 -1.790 -0.263 -0.180
C -7.240 -0.103 -2.475 0.021 -0.276 0.019
O -6.502 -1.283 -2.727 0.289 0.368 0.032
C -5.440 -1.080 -3.663 -0.083 -0.606 0.415
C -4.223 -1.933 -3.292 0.132 0.493 -0.060
O -3.490 -1.443 -2.160 -0.399 -0.253 -0.099
C -4.131 -1.571 -0.884 0.258 -0.150 0.157
C -4.250 -3.015 -0.388 -0.568 0.415 -0.379
O -5.278 -3.706 -1.104 0.477 -0.193 -0.183
C -4.974 -5.075 -1.304 -0.327 0.270 0.002
H -7.830 0.173 -3.353 -0.040 0.193 -0.020
H -7.917 -0.293 -1.639 0.048 -0.108 -0.117
H -6.577 0.721 -2.191 -0.022 0.065 -0.079
H -5.145 -0.026 -3.703 0.003 -0.019 0.063
H -5.812 -1.384 -4.647 0.181 0.061 -0.178
H -3.520 -1.889 -4.132 -0.026 0.144 0.118
H -4.484 -2.981 -3.168 -0.276 -0.012 0.121
H -5.093 -1.056 -0.877 -0.042 -0.268 -0.008
H -3.489 -1.029 -0.181 0.008 -0.111 -0.116
H -4.530 -3.019 0.666 0.177 0.153 0.243
H -3.284 -3.518 -0.500 0.005 -0.023 -0.086
H -3.985 -5.194 -1.759 0.064 -0.057 0.088
H -5.714 -5.491 -1.994 0.030 0.126 0.175
H -5.024 -5.616 -0.355 0.129 -0.160 -0.031
C 14.602 -6.905 -1.988 -0.161 0.055 0.202
O 13.604 -6.020 -1.518 -0.016 0.012 -0.474
C 13.579 -4.784 -2.236 -0.512 -0.209 0.467
C 12.142 -4.276 -2.390 0.294 0.012 -0.394
O 11.367 -5.001 -3.356 0.076 -0.145 0.425
C 10.995 -6.338 -2.998 -0.302 0.129 -0.046
C 9.962 -6.418 -1.870 0.808 0.042 0.177
O 10.576 -6.128 -0.611 -0.298 0.364 -0.217
C 9.705 -5.443 0.272 0.322 -0.195 0.010
H 15.596 -6.531 -1.729 0.140 -0.056 -0.125
H 14.453 -7.875 -1.510 -0.025 0.157 0.064
H 14.522 -7.046 -3.071 0.101 0.042 -0.025
H 14.032 -4.895 -3.227 -0.046 -0.041 0.009
H 14.162 -4.060 -1.658 0.011 0.217 -0.148
H 12.193 -3.250 -2.771 0.034 -0.151 -0.107
H 11.627 -4.221 -1.434 0.091 -0.228 0.162
H 11.876 -6.947 -2.788 -0.083 0.081 0.268
H 10.537 -6.763 -3.899 -0.048 0.181 0.050
H 9.561 -7.430 -1.809 -0.174 -0.195 -0.217
H 9.142 -5.723 -2.080 0.066 0.065 0.008
H 9.278 -4.555 -0.207 -0.120 -0.025 -0.008
H 10.288 -5.110 1.137 -0.043 -0.169 -0.143
H 8.909 -6.112 0.613 -0.150 0.126 0.049
C -6.889 2.972 3.376 0.024 -0.078 0.265
O -6.788 1.618 3.772 0.162 -0.098 -0.495
C -7.182 0.710 2.740 0.364 -0.171 0.679
C -6.317 -0.554 2.773 -0.079 0.210 -0.459
O -4.985 -0.363 2.273 -0.158 0.132 0.413
C -4.105 0.417 3.092 0.170 -0.254 -0.014
C -3.692 -0.271 4.396 -0.663 0.485 -0.056
O -4.771 -0.251 5.335 0.098 -0.485 -0.234
C -4.807 -1.413 6.145 -0.136 0.372 0.001
H -7.937 3.264 3.276 -0.014 0.164 -0.120
H -6.420 3.591 4.144 -0.123 -0.113 -0.038
H -6.357 3.145 2.433 -0.078 0.043 -0.059
H -7.103 1.177 1.752 0.057 0.010 0.018
H -8.227 0.442 2.925 -0.087 -0.152 -0.208
H -6.776 -1.287 2.099 0.105 0.139 -0.077
H -6.305 -1.013 3.758 -0.002 0.220 0.200
H -4.516 1.413 3.268 -0.080 -0.144 0.245
H -3.200 0.561 2.491 -0.074 -0.166 0.004
H -2.859 0.268 4.849 0.301 0.044 -0.115
H -3.374 -1.297 4.180 -0.063 -0.028 -0.011
H -4.795 -2.320 5.531 0.106 -0.049 0.029
H -5.743 -1.404 6.712 0.172 0.123 -0.072
H -3.965 -1.414 6.843 0.024 -0.200 0.036
C -4.375 9.486 3.642 -0.244 0.094 0.005
O -5.716 9.208 3.288 0.215 -0.424 0.050
C -5.828 8.147 2.336 -0.562 0.292 0.373
C -7.076 7.303 2.611 0.425 -0.257 -0.055
O -6.956 6.439 3.751 -0.052 0.483 -0.005
C -6.947 7.077 5.034 -0.253 -0.186 0.036
C -8.292 7.691 5.436 0.560 0.412 -0.405
O -8.526 8.899 4.707 -0.273 -0.430 -0.163
C -9.897 9.094 4.405 0.319 0.210 0.024
H -3.847 9.947 2.803 0.192 -0.035 -0.002
H -4.379 10.182 4.483 -0.108 -0.011 -0.134
H -3.857 8.575 3.960 0.077 0.002 -0.080
H -4.942 7.503 2.358 -0.023 0.004 0.057
H -5.909 8.607 1.346 0.006 -0.193 -0.177
H -7.217 6.633 1.755 0.134 -0.034 0.136
H -7.973 7.912 2.672 0.076 0.254 0.131
H -6.132 7.799 5.105 -0.228 0.173 -0.066
H -6.716 6.283 5.753 -0.130 -0.033 -0.140
H -8.276 7.950 6.495 0.028 -0.196 0.256
H -9.090 6.962 5.260 0.008 0.007 -0.066
H -10.319 8.211 3.913 -0.078 -0.037 0.085
H -9.978 9.937 3.712 0.100 -0.076 0.186
H -10.456 9.325 5.317 -0.186 -0.064 -0.054
```
Positions in Å, forces in eV/Å.

---

Record 2
DFT (ωB97M-V/def2-TZVPD) results for C30H34FN3O7V as an isolated structure.

Output
E_LUMO (alpha / beta)   0.070 / 0.066 Ha
Highest occupied orbital energy (alpha / beta)   -4.07 / -4.95 eV
2S+1   3
Energy above the lowest of the compared OMol25 structures with the same formula, charge and spin   0.0 kJ/mol
Net charge   -1
Gap between HOMO and LUMO (alpha / beta)   5.991 / 6.752 eV

XYZ file:
```
76
Properties=species:S:1:pos:R:3:forces:R:3
V 0.617 -2.020 1.010 -1.341 -0.959 -0.833
N 2.041 -2.874 -0.541 -0.291 -0.300 0.404
C 3.125 -3.403 0.266 0.318 -0.343 0.133
C 2.525 -4.155 1.460 0.351 -0.088 -0.056
O 3.010 -5.209 1.864 0.190 -0.182 -0.065
N 1.426 -3.559 1.935 0.294 0.289 0.050
C 0.434 -4.374 2.557 -0.369 -0.589 0.386
C -0.815 -4.290 1.663 -0.083 -0.111 -0.087
O -1.755 -5.054 1.730 -0.104 -0.326 0.293
O -0.749 -3.298 0.823 -0.668 -0.476 -0.472
H 1.605 -3.619 -1.077 -0.009 0.077 0.038
H 2.316 -2.132 -1.203 -0.038 -0.309 0.056
H 3.731 -2.562 0.622 0.032 -0.103 -0.005
H 3.785 -4.093 -0.277 -0.072 0.144 0.172
H 0.156 -4.001 3.550 -0.001 -0.102 -0.034
H 0.764 -5.417 2.653 -0.125 0.253 0.030
C -1.385 3.039 -5.216 -0.100 -0.067 -0.020
C -2.330 1.946 -4.722 -0.112 -0.021 -0.293
C -3.744 2.445 -4.441 0.035 0.023 -0.152
C -3.750 3.415 -3.270 -0.109 0.077 -0.097
C -3.082 2.791 -2.082 0.116 -0.110 0.131
C -3.367 3.210 -0.804 0.126 -0.127 0.129
C -2.738 2.614 0.288 0.016 -0.013 0.061
F -3.038 3.083 1.524 0.048 -0.058 -0.185
C -1.859 1.579 0.144 -0.139 0.109 -0.013
C -1.568 1.120 -1.147 -0.061 0.086 -0.034
C -0.646 -0.012 -1.309 0.066 -0.041 0.113
O -0.354 -0.700 -0.319 0.052 0.094 0.049
C -0.166 -0.231 -2.638 0.093 0.113 -0.224
C -0.804 0.399 -3.658 0.097 -0.121 0.160
N -1.793 1.315 -3.520 0.084 -0.193 -0.005
C -2.150 1.745 -2.261 0.000 0.019 0.271
C 1.070 -1.079 -2.986 -0.634 0.060 0.176
O 1.017 -1.736 -4.021 -0.029 -0.218 -0.608
O 2.005 -0.969 -2.164 0.452 1.081 -0.239
H -1.786 3.509 -6.113 -0.025 0.037 -0.068
H -0.409 2.620 -5.455 0.049 -0.042 -0.011
H -1.238 3.805 -4.458 -0.002 0.065 0.080
H -2.383 1.150 -5.478 -0.003 0.190 0.115
H -4.381 1.589 -4.208 0.003 -0.014 -0.004
H -4.142 2.918 -5.343 0.028 -0.029 0.042
H -4.773 3.694 -3.009 0.037 -0.005 -0.022
H -3.237 4.341 -3.545 -0.001 0.020 -0.024
H -4.078 4.004 -0.632 -0.087 0.093 0.022
H -1.388 1.105 0.992 0.001 -0.064 0.068
H -0.517 0.156 -4.672 0.012 -0.008 -0.078
C 3.216 -0.688 3.286 0.224 0.009 0.214
C 2.757 -0.168 1.961 -0.414 -0.717 0.521
O 1.905 -0.848 1.364 1.865 1.864 0.070
C 3.212 1.060 1.362 0.578 1.028 -0.280
C 2.880 1.372 0.031 0.073 -0.306 0.396
C 3.322 2.551 -0.528 0.104 0.240 -0.081
C 4.091 3.448 0.207 -0.070 -0.085 -0.077
C 4.434 3.143 1.515 0.069 0.166 -0.022
C 4.010 1.962 2.088 -0.307 -0.388 -0.097
H 2.840 -1.703 3.422 -0.001 0.104 -0.099
H 2.840 -0.072 4.107 -0.027 0.062 -0.062
H 4.304 -0.695 3.357 0.102 0.023 -0.009
H 2.333 0.660 -0.570 -0.145 -0.133 -0.060
H 3.078 2.765 -1.558 -0.027 0.031 -0.080
H 4.431 4.372 -0.242 0.000 0.008 -0.013
H 5.038 3.829 2.090 0.056 0.066 0.052
H 4.282 1.737 3.108 0.019 -0.044 0.097
C -2.080 -0.850 4.496 -0.009 -0.024 -0.063
C -1.687 -1.623 3.233 -0.083 -0.096 0.237
C -2.784 -1.486 2.188 -0.078 0.052 -0.066
C -0.324 -1.185 2.736 0.281 -0.024 -0.226
H -2.970 -1.269 4.964 -0.183 -0.055 0.088
H -2.295 0.192 4.247 0.013 0.098 -0.028
H -1.274 -0.853 5.229 0.074 -0.036 0.065
H -1.630 -2.685 3.511 -0.051 0.075 -0.020
H -2.829 -0.461 1.813 -0.004 0.109 0.007
H -3.757 -1.713 2.624 -0.153 -0.052 0.037
H -2.619 -2.148 1.343 0.013 0.006 -0.004
H 0.405 -1.355 3.541 0.029 0.080 0.095
H -0.329 -0.097 2.563 -0.046 0.132 0.061
```
Positions in Å, forces in eV/Å.

---

Record 3
DFT (ωB97M-V/def2-TZVPD) results for C4H2AgLiO2 as an isolated structure.

Output
E_LUMO (alpha / beta)   -0.018 / -0.047 Ha
Highest occupied orbital energy (alpha / beta)   -6.55 / -8.44 eV
2S+1   3
Energy above the lowest of the compared OMol25 structures with the same formula, charge and spin   0.0 kJ/mol
Net charge   0
Gap between HOMO and LUMO (alpha / beta)   6.055 / 7.150 eV

XYZ file:
```
10
Properties=species:S:1:pos:R:3:forces:R:3
H -2.852 0.844 -0.798 0.262 -0.175 0.314
O -2.302 -0.169 0.916 0.681 0.704 -1.260
C -2.011 0.478 -0.183 -1.685 -0.600 1.002
C -0.722 0.674 -0.598 3.690 -0.042 1.040
C 0.581 0.575 -0.232 -2.025 -3.606 -1.387
Li -0.566 -0.695 1.428 -0.024 0.235 -0.418
O 2.685 -0.624 0.141 -0.338 -3.044 -0.907
C 1.472 -0.784 -0.322 -0.530 2.833 -0.130
Ag 2.388 1.272 0.739 0.331 3.267 1.275
H 1.325 -1.571 -1.090 -0.361 0.430 0.472
```
Positions in Å, forces in eV/Å.

---

Record 4
DFT (ωB97M-V/def2-TZVPD) results for a 2-piece molecular cluster, C4H11N2O overall.

Output
E_LUMO   -0.106 Ha
Highest occupied orbital energy   -14.33 eV
Energy above the lowest of the compared OMol25 structures with the same formula, charge and spin   106.3 kJ/mol
Net charge   +1
Gap between HOMO and LUMO   11.451 eV

XYZ file:
```
18
Properties=species:S:1:pos:R:3:forces:R:3
C 2.001 -1.025 1.937 0.340 0.407 0.341
C 0.986 0.021 1.632 -0.051 0.138 0.083
C -0.303 -0.221 1.511 -0.095 -0.207 -0.042
N -1.237 0.828 1.072 0.099 -0.022 0.241
H 1.569 -1.887 2.439 0.019 -0.110 -0.150
H 2.523 -1.316 1.028 -0.084 -0.189 -0.113
H 2.773 -0.592 2.576 -0.089 -0.137 0.098
H 1.342 1.043 1.529 0.037 0.005 -0.199
H -0.750 -1.194 1.658 -0.086 0.038 -0.097
H -0.921 1.741 1.400 -0.071 0.041 -0.067
H -1.262 0.852 0.011 -0.182 0.190 -0.072
H -2.182 0.679 1.424 0.012 -0.002 0.018
C -0.166 0.407 -2.100 0.044 0.213 -0.162
N -0.141 -0.856 -2.513 -0.048 -0.077 0.221
O -1.145 0.938 -1.569 0.183 -0.264 0.305
H 0.757 0.978 -2.262 -0.026 -0.094 -0.180
H -0.930 -1.448 -2.299 -0.029 0.003 -0.234
H 0.659 -1.257 -2.973 0.027 0.066 0.009
```
Positions in Å, forces in eV/Å.

---

| no. | largest force on an atom (Eh/bohr) |
| --- | --- |
| 1 | 0.1876 |
| 2 | 0.0513 |
| 3 | 0.0848 |
| 4 | 0.0123 |